No. 1
The ion C2H3O3S2 with charge -1, computed with wB97M-V/def2-TZVPD.

As for the HOMO-LUMO gap: 7.69 eV. The net charge is -1. As for the HOMO energy: -4.63 eV. The structure (SMILES) is O=C([O-])[C@H](O)SS. The calculation puts the energy above the lowest of the compared OMol25 structures with the same formula, charge and spin at 10.5 kcal/mol.

Last column: natural (NBO) charge in e.
Atoms and positions in Å:
C1 -1.2663 0.2325 -1.0871  0.73
C2 -0.3166 -0.0989 0.1433  -0.13
O1 -1.5293 1.4208 -1.1311  -0.77
O2 -1.5504 -0.6770 -1.8153  -0.73
O3 -0.0967 1.0316 0.9037  -0.77
S1 2.1497 -1.5782 0.7771  -0.21
S2 1.2116 -0.5774 -0.7696  0.09
H1 -0.5685 -0.9501 0.8496  0.19
H2 -0.6605 1.8072 0.5738  0.51
H3 2.6269 -0.6105 1.5555  0.10



No. 2
A cluster of 2 separate species, C6H14Si in total, computed with wB97M-V/def2-TZVPD.

As for the HOMO-LUMO gap: 7.84 eV. The net charge is 0. As for the HOMO energy: -7.59 eV. The calculation puts the energy above the lowest of the compared OMol25 structures with the same formula, charge and spin at 111.7 kcal/mol.

Last column: natural (NBO) charge in e.
Atoms and positions in Å:
C1 -1.2258 0.5742 1.7921  -0.32
C2 -0.6171 1.4573 1.0271  -0.06
C3 -2.0635 -0.6404 1.4269  -0.63
C4 -0.1192 2.8202 1.3248  -0.70
C5 2.0208 -2.0138 -2.0436  -0.62
C6 0.9834 -1.5285 -0.9464  -0.85
Si1 0.3343 0.2210 -1.4175  0.95
H1 -1.3101 0.6098 2.8443  0.18
H2 -1.3553 -1.5562 1.5901  0.21
H3 -2.9953 -0.5711 1.9443  0.22
H4 -2.1464 -0.5377 0.2881  0.21
H5 -0.3240 3.0926 2.3821  0.21
H6 0.8943 3.1513 1.2139  0.22
H7 -0.6109 3.4954 0.6111  0.22
H8 1.7798 -1.6136 -3.0510  0.22
H9 2.9499 -1.4698 -1.8549  0.21
H10 2.1734 -3.0507 -1.8075  0.22
H11 1.3169 -1.7498 0.1120  0.25
H12 0.0556 -2.0359 -1.0962  0.22
H13 1.1910 1.1416 -1.9717  -0.21
H14 -0.9317 0.2041 -2.3680  -0.16



No. 3
A structure of composition C25H17BrCrO5S, computed with wB97M-V/def2-TZVPD.

As for the HOMO-LUMO gap (spin up / spin down): 6.46 / 4.37 eV. Its expectation value of S² is 3.820. The net charge is +1. As for the HOMO energy (spin up / spin down): -10.20 / -10.45 eV. The spin multiplicity is 4.

Last column: Löwdin spin population.
Atoms and positions in Å:
Br1 1.9433 -0.5790 -1.3265  0.01
C1 0.5614 0.6967 -1.8500  0.01
S1 1.3221 2.1926 -2.5883  0.00
C2 2.1600 1.9373 -4.1786  0.00
C3 3.5381 1.6729 -4.2635  0.00
C4 4.1678 1.4762 -5.5113  0.00
C5 3.4298 1.5584 -6.6938  0.00
C6 2.0687 1.8597 -6.6302  0.00
C7 1.4483 2.0689 -5.3833  0.00
O1 0.1329 2.9585 -2.9346  0.00
O2 2.2607 2.7411 -1.6427  0.00
H1 0.1455 0.2302 -2.7679  0.00
H2 4.1291 1.6285 -3.3543  0.00
H3 5.2458 1.2738 -5.5629  0.00
H4 3.9166 1.4008 -7.6683  0.00
H5 1.4820 1.9498 -7.5545  0.00
H6 0.3978 2.3422 -5.3601  0.00
O3 -2.8494 -2.6423 6.2733  0.10
C8 -2.5606 -2.9079 5.1709  0.08
Cr1 -2.3711 -3.1883 3.3022  2.27
C9 -2.9159 -1.3862 3.1691  0.06
O4 -3.3759 -0.3143 3.2587  0.05
C10 -4.2421 -3.5722 3.3996  0.05
O5 -5.3879 -3.6716 3.6089  0.07
C11 -1.3989 -5.1242 3.1834  0.00
C12 -0.4981 -4.1562 3.6710  0.05
C13 -0.3064 -2.9604 2.9606  -0.01
C14 -0.8613 -2.7495 1.6777  0.17
C15 -0.4308 -1.5483 0.9207  0.00
C16 -0.0534 -0.5327 0.3419  0.07
C17 0.0228 0.7813 -0.3036  0.01
C18 0.0399 1.9238 0.6548  0.00
C19 -0.1309 3.2487 0.2040  0.00
C20 -0.0785 4.3483 1.0584  0.00
C21 0.1155 4.1551 2.4245  0.00
C22 0.2068 2.8691 2.9193  0.00
C23 0.1772 1.7587 2.0712  0.00
C24 -1.9058 -3.6363 1.3055  -0.01
C25 -2.1178 -4.8537 1.9958  0.01
H7 -1.5867 -6.0389 3.7521  0.00
H8 0.0416 -4.3254 4.6059  0.00
H9 0.3344 -2.1853 3.3865  0.00
H10 -0.7490 1.0724 -1.1819  0.00
H11 -0.4058 3.4043 -0.8445  0.00
H12 -0.2396 5.3304 0.6306  0.00
H13 0.1640 5.0176 3.0689  0.00
H14 0.2517 2.7165 4.0004  0.00
H15 0.1558 0.7458 2.4904  0.00
H16 -2.5492 -3.4048 0.4544  0.00
H17 -2.8448 -5.5826 1.6402  0.00



No. 4
The molecule C23H43N5O5S, computed with wB97M-V/def2-TZVPD.

As for the HOMO-LUMO gap: 9.35 eV. The net charge is 0. As for the HOMO energy: -8.74 eV. The structure (SMILES) is CCOC(=O)N1CCN(S(=O)(=O)N2CCC[C@@H](C(=O)NCCCN3C[C@H](C)C[C@H](C)C3)C2)CC1.

Last column: natural (NBO) charge in e.
Atoms and positions in Å:
C1 -8.0407 0.2071 0.3548  -0.64
C2 -6.8381 -0.5535 0.8942  -0.07
H1 -6.7577 -1.5279 0.4015  0.20
H2 -6.9082 -0.6873 1.9760  0.18
O1 -5.6247 0.1691 0.6944  -0.53
C3 -5.0781 0.0682 -0.5411  0.89
O2 -5.5063 -0.6531 -1.4121  -0.67
N1 -4.0136 0.8904 -0.6944  -0.46
C4 -3.1865 0.7785 -1.8777  -0.24
C5 -1.8796 0.0659 -1.5162  -0.25
N2 -1.2015 0.7146 -0.4065  -0.68
S1 -0.3346 2.0813 -0.8470  2.45
O3 0.4722 1.6886 -1.9637  -0.96
O4 -1.1873 3.2238 -1.0027  -0.96
N3 0.5620 2.2669 0.5385  -0.69
C6 0.6389 3.6039 1.0994  -0.22
C7 1.6869 4.4620 0.3933  -0.42
C8 3.0424 3.7601 0.4099  -0.39
H3 3.3997 3.6428 1.4351  0.21
H4 3.7827 4.3491 -0.1338  0.22
C9 2.9083 2.3800 -0.2305  -0.33
C10 1.8331 1.5758 0.5117  -0.24
H5 1.6756 0.6155 0.0218  0.25
H6 2.1468 1.4055 1.5461  0.21
C11 4.2049 1.5813 -0.1638  0.69
O5 5.0701 1.7769 0.6656  -0.64
N4 4.2803 0.6260 -1.1099  -0.61
H7 3.4879 0.4685 -1.7128  0.40
C12 5.3746 -0.3092 -1.1909  -0.22
H8 5.9348 -0.1378 -2.1188  0.19
H9 6.0308 -0.0910 -0.3447  0.23
C13 4.9032 -1.7616 -1.1523  -0.41
H10 5.7839 -2.3993 -1.2443  0.22
H11 4.2688 -1.9479 -2.0186  0.20
C14 4.1624 -2.1266 0.1389  -0.22
N5 2.7206 -1.9087 0.0918  -0.44
C15 2.0626 -2.8914 -0.7552  -0.22
C16 0.5623 -2.6202 -0.8442  -0.22
C17 -0.1034 -3.5834 -1.8220  -0.60
H12 0.3148 -3.4697 -2.8194  0.21
H13 0.0452 -4.6135 -1.5033  0.20
H14 -1.1727 -3.3936 -1.8767  0.21
C18 -0.0364 -2.7360 0.5546  -0.39
C19 0.6619 -1.7445 1.4812  -0.22
C20 0.1519 -1.8637 2.9148  -0.60
H15 0.3535 -2.8566 3.3124  0.20
H16 -0.9215 -1.6927 2.9517  0.21
H17 0.6381 -1.1331 3.5570  0.21
C21 2.1734 -1.9799 1.4406  -0.22
H18 2.6739 -1.2190 2.0457  0.20
H19 2.3879 -2.9668 1.8942  0.16
H20 0.4489 -0.7369 1.1146  0.21
H21 -1.1086 -2.5320 0.5282  0.20
H22 0.1017 -3.7547 0.9278  0.20
H23 0.4260 -1.5927 -1.1962  0.21
H24 2.4924 -2.8424 -1.7571  0.20
H25 2.2265 -3.9167 -0.3705  0.16
H26 4.3763 -3.1826 0.3889  0.17
H27 4.5625 -1.5103 0.9477  0.21
H28 2.5905 2.4860 -1.2715  0.23
H29 1.7527 5.4335 0.8851  0.22
H30 1.3643 4.6168 -0.6389  0.21
H31 -0.3513 4.0479 0.9983  0.23
H32 0.8836 3.4985 2.1614  0.20
C22 -2.0582 0.9030 0.7477  -0.25
C23 -3.3720 1.6079 0.3848  -0.24
H33 -4.0396 1.6454 1.2438  0.24
H34 -3.1498 2.6211 0.0366  0.22
H35 -1.4930 1.4858 1.4742  0.23
H36 -2.2723 -0.0866 1.1643  0.21
H37 -2.0906 -0.9667 -1.2227  0.21
H38 -1.1901 0.0737 -2.3596  0.24
H39 -2.9655 1.7848 -2.2454  0.21
H40 -3.7403 0.2146 -2.6294  0.25
H41 -8.0968 1.1942 0.8075  0.21
H42 -8.9507 -0.3414 0.5807  0.22
H43 -7.9520 0.3159 -0.7231  0.22



No. 5
A cluster of 2 separate species, C2H2N2O3 in total, computed with wB97M-V/def2-TZVPD.

As for the HOMO-LUMO gap: 8.51 eV. The net charge is 0. As for the HOMO energy: -9.64 eV. The calculation puts the energy above the lowest of the compared OMol25 structures with the same formula, charge and spin at 118.0 kcal/mol.

Last column: natural (NBO) charge in e.
Atoms and positions in Å:
C1 0.2654 1.6166 -0.0613  0.17
C2 0.0868 0.2079 -0.2844  0.35
N1 0.4416 2.7198 0.0370  -0.20
N2 -2.7311 0.2595 -0.3857  0.30
O1 -3.8204 0.3432 0.1231  -0.34
O2 0.5806 -0.7359 0.4981  -0.59
O3 -1.7353 0.4222 0.4812  -0.46
H1 -0.0559 -0.0632 -1.3457  0.25
H2 0.9022 -0.4475 1.3603  0.52



No. 6
The molecule C4H7NOS, computed with wB97M-V/def2-TZVPD.

As for the HOMO-LUMO gap: 8.56 eV. The net charge is 0. As for the HOMO energy: -8.01 eV. The structure (SMILES) is CO/C=C\NC=S. The calculation puts the energy above the lowest of the compared OMol25 structures with the same formula, charge and spin at 40.8 kcal/mol.

Last column: natural (NBO) charge in e.
Atoms and positions in Å:
C1 1.2660 -0.0563 2.0677  -0.25
C2 0.5359 -0.8737 -0.0321  0.09
C3 -0.3072 -0.9017 -1.0979  -0.11
C4 -1.2975 1.3628 -1.1709  -0.05
H1 2.1891 -0.5823 2.0078  0.18
H2 1.4050 0.9928 2.4228  0.21
H3 0.6200 -0.6349 2.7114  0.18
H4 1.1429 -1.7938 0.2159  0.19
H5 -0.4454 -1.8211 -1.6366  0.21
H6 -1.5851 -0.0747 -2.5247  0.41
H7 -0.6697 1.6162 -0.3375  0.21
N1 -1.1372 0.1071 -1.6427  -0.57
O1 0.6904 0.1923 0.7724  -0.52
S1 -2.4071 2.4673 -1.7556  -0.18